9
Properties=species:S:1:pos:R:3:forces:R:3 method="wB97M-V/def2-TZVPD" spin_multiplicity=1 total_energy_ev=-12317.47409 homo_ha="-0.374 / -0.364" largest_force_ev_per_a=2.64 relative_energy_kj_mol=511.8
C 0.9192 1.1812 -0.7462 1.0479 0.3223 -0.5912
C -0.6203 -1.0380 0.1008 0.3198 1.3562 0.7207
O 0.2714 1.9716 -0.2936 -0.9578 1.1205 -1.3080
F -0.7772 -0.8161 -1.1961 -0.8505 0.7525 -2.3786
F 0.6134 -1.5475 0.1671 1.3671 -1.1364 0.8634
F -0.0169 1.6102 1.4319 -0.1597 -0.2960 1.6532
H -0.6346 -0.1125 0.6524 -0.0487 0.5049 0.3434
H 1.6292 0.4168 -0.5434 0.2314 -0.9197 0.0540
H -1.3842 -1.6658 0.4271 -0.9495 -1.7043 0.6430